119
Properties=species:S:1:pos:R:3:mulliken_charge:R:1 method="wB97M-V/def2-TZVPD" total_charge=+1 energy_ha=-3912.52648
C 8.4310 1.9130 1.9967 -0.3677
C -3.5701 0.6187 -2.7213 -0.2689
H 7.5745 1.3092 1.7263 0.6630
C 4.9089 -6.4868 3.6558 -0.4097
H -3.8949 5.1539 -0.9218 0.0566
O -0.6199 -6.4604 -0.1707 -0.5921
H -10.8538 5.8978 1.0246 0.4306
H -9.5062 7.4163 -0.4228 0.4363
C -4.0389 6.0483 1.0320 -0.1016
O 3.7544 -8.3177 0.8438 -0.5619
H -1.4132 3.3301 2.6906 0.4913
H -1.7781 -4.3501 -1.1469 0.4688
H 1.5841 -6.3728 -7.8304 0.4270
C 4.4596 0.7126 0.4733 0.0608
C 3.6709 -0.2812 -0.2931 -0.1467
H 1.4409 -6.1232 3.9626 0.4499
C -3.0183 -0.5338 -3.4589 0.2457
C 2.4044 1.9541 0.9695 -0.4825
H 5.8010 -6.1701 4.1808 0.4381
C -9.8296 5.6811 0.7502 -0.4281
O 0.5156 0.3893 5.4652 -0.5758
C 2.1420 -4.6582 -1.4781 -0.7492
O -7.0373 6.9031 -1.0721 -0.5507
O 1.9565 -6.4165 -5.2569 -0.5371
C -9.2588 4.4190 1.2851 0.1826
H -1.6949 5.6854 -1.1571 0.2996
H -6.1069 4.7033 -0.1155 0.4230
C -0.5674 -3.7724 -7.0798 0.3797
O -2.2900 -1.3049 -2.8697 -0.3483
O 10.8567 4.1517 0.6967 -0.5329
H 2.7768 -0.4378 4.4805 0.5264
H 2.9069 -1.9203 2.4805 0.6845
H -2.7087 1.1786 1.5829 0.4118
H -4.7657 2.3642 -2.7797 0.4200
C -7.8524 4.0957 0.9233 -0.2984
C -4.1522 0.2216 -5.4909 -0.4903
H 5.8883 -7.5669 2.1189 0.4328
C 1.4425 -3.4671 -2.0119 0.7139
C -3.7877 2.4257 2.8791 -1.3859
C 1.6138 0.9586 0.2032 0.2934
H -0.7698 2.2415 1.5140 -0.3253
C -0.3762 -3.7723 -5.6115 -0.1518
H -2.9007 5.0539 2.5214 0.3511
C 1.9642 -1.5806 2.8915 -0.2014
H -4.3557 7.0148 1.3737 0.3068
C 1.0188 -5.6357 -7.2749 -0.4610
H 11.5300 4.0399 3.1999 0.4099
H 4.3163 2.5564 1.6532 0.5168
O 3.5690 -5.3551 5.2281 -0.5669
C -0.0268 -3.4064 -1.8693 -0.2555
H 8.8021 2.6993 0.0659 0.4313
C 0.5869 -0.3369 4.4991 0.2535
C -0.7026 -4.3803 -1.2691 -0.2589
O 0.4032 1.0694 0.1078 -0.5796
C -7.7098 6.1676 -0.3778 0.3213
O 5.6600 0.6109 0.5941 -0.4972
H -4.0160 6.9027 -1.0094 0.4244
H 1.9570 -6.5127 -0.4758 0.6860
C -9.1107 6.4918 -0.0229 -0.4785
C 8.8444 1.8748 3.4216 0.3595
C -0.0079 -5.5730 -0.7252 0.0427
C 2.3743 -6.4598 3.5292 -0.3818
H 10.3020 2.6493 4.8630 0.4134
C 1.2094 -5.6341 -5.8010 0.1382
C 1.8950 -0.7884 3.9593 -0.5706
C 3.6140 -6.0404 4.2291 0.3434
C 0.7382 -2.0433 2.1962 0.0523
O 0.7911 -2.7506 1.2139 -0.3227
C 0.1949 -4.7734 -7.8674 -0.5073
H -0.9409 -3.0365 -5.0506 0.4374
H 0.5855 -4.6348 -3.9513 0.5575
C -2.9308 2.2272 1.6233 0.5952
C 2.4207 -7.2063 2.4298 -0.2071
H -4.7395 5.2742 1.2709 -0.0216
C -4.3576 1.5111 -3.3087 -0.1775
H -0.7128 3.8820 -0.0145 0.1963
O 2.0468 -2.5514 -2.5367 -0.7719
H -1.5833 -0.4687 4.2185 0.5340
C 10.6731 3.4354 2.9315 -0.3933
H -7.4565 3.1677 1.3187 0.4692
C 2.3516 -0.1701 -0.4234 -0.1791
C 9.0869 2.6562 1.1096 -0.3772
C 3.7147 -7.6486 1.8534 0.4144
C -4.7161 1.3807 -4.7462 0.1126
C -3.6366 6.0803 -0.4321 -0.3831
H -4.7241 2.8940 2.6038 0.2682
C -7.1358 4.9082 0.1531 -0.0415
C 1.4667 -5.6346 -0.8794 -0.5197
N -2.7603 5.6684 1.7284 -0.2223
H -3.2945 3.0444 3.6143 0.4292
H 0.0419 -4.7593 -8.9388 0.4182
O -9.9053 3.6769 1.9871 -0.5141
O -5.4312 2.1944 -5.2852 -0.5352
C -0.5709 -1.5960 2.7374 -0.3328
N -1.3877 4.0248 0.7262 0.1171
C 4.9556 -7.2326 2.5549 -0.4475
H -4.4200 0.1477 -6.5369 0.4619
C 3.7225 1.8424 1.0962 -0.4061
O 8.2431 1.2013 4.2317 -0.5540
C -0.6403 -0.8058 3.8043 -0.5246
H 1.5255 -7.5188 1.9044 0.5121
H -2.9347 -1.5130 -5.4234 0.4240
N -2.1349 6.0040 -0.3014 -0.4190
H 1.7685 -0.8886 -0.9814 0.2270
C 10.2597 3.4757 1.5055 0.3440
Cl -3.8612 2.5712 0.1367 -0.0784
H 4.2261 -1.0974 -0.7383 0.5590
C 10.0175 2.6929 3.8193 -0.3630
H -3.2840 0.6838 -1.6817 0.5047
C -2.0205 5.1513 0.7382 0.5661
C -1.5568 2.9510 1.6894 -0.7752
H 1.8494 2.7690 1.4182 0.4302
O -1.3201 -2.9821 -7.6109 -0.5466
H 3.2181 -4.6822 -1.5962 0.5700
H -4.0204 1.4697 3.3071 0.3542
H -0.5107 -2.5314 -2.2755 0.7692
C -3.3584 -0.6670 -4.8950 -0.4251
H -1.4513 -1.9501 2.2148 0.5282
C 0.4450 -4.6312 -5.0198 -0.1843

---

110
Properties=species:S:1:pos:R:3:mulliken_charge:R:1 method="wB97M-V/def2-TZVPD" s_squared=3.797 total_charge=-2 spin_multiplicity=4 energy_ha=-5621.12458 e_above_lowest_kj_mol=132.0
C -3.4197 4.0042 0.9556 0.2941
S 2.3196 -2.4656 1.4151 1.1022
H -6.9309 2.1379 -5.6079 0.3617
H 7.0483 -4.4139 -1.0826 0.3662
H 2.8296 -3.7253 -1.2305 0.2961
C 1.8269 -4.9635 2.4897 -0.8703
H -3.9308 3.5822 -2.9147 0.3760
H -2.1682 -0.0582 6.7737 0.3228
C 1.5914 -4.1335 1.4116 0.1230
H -6.5247 3.6210 -0.3244 0.3407
H -2.4776 1.2637 4.7017 0.4667
C -4.8723 5.7559 1.7197 -0.5021
V -0.4919 -0.2860 0.3652 0.1586
C 1.3408 2.0928 1.3240 0.2177
S -5.1956 0.5545 0.5243 -0.5256
H 3.8661 2.5528 2.1571 0.4902
H 0.5010 -3.8121 -0.3991 0.1637
H -5.0302 6.6557 2.3030 0.3431
C -5.3980 2.9760 -4.3639 -0.7191
C 2.9305 -0.5232 -2.2903 -1.1179
C -5.7155 4.0734 0.2369 -0.4841
C 3.6686 4.5992 2.7815 -0.5729
H -5.0582 3.6659 -5.1267 0.3719
H -6.8990 5.6786 1.0192 0.3547
C 1.8136 3.3283 -3.9767 -0.7167
C -6.9032 1.2488 -3.6565 -0.6580
H 1.4480 4.1153 -4.6350 0.4076
H 2.5328 3.3374 -0.8033 -0.2147
N 0.8877 -0.7161 -1.0557 1.5903
C -4.4637 3.4741 0.2125 -0.0714
C 2.6098 2.8290 -1.7722 -0.0345
C -6.2770 1.2136 -2.4235 -0.1989
O 2.8129 -2.2517 2.7767 -0.8584
H 1.3217 -6.8223 3.4331 0.3782
C -0.7452 -2.1773 4.5461 -0.5721
O 1.4254 2.1009 -2.0341 0.1906
H -0.3016 -7.4596 1.6920 0.3538
H -4.8642 -1.7523 -1.7086 0.3027
H -6.6086 0.5441 -1.6411 0.3597
H -2.8196 5.5575 2.2918 0.4534
C 3.8222 -3.1131 0.5616 0.3598
H 0.8291 6.4293 2.5888 0.3781
H 2.8415 -0.7593 -4.4295 0.3808
C 2.2127 -0.5199 -1.1073 -1.6027
C 0.0219 -5.6965 0.5208 -0.8580
C -6.4559 2.1208 -4.6341 -0.3456
P -4.2318 1.8512 -0.6062 1.1708
C -3.3060 -1.5145 -3.1575 -0.8641
S -2.3413 1.7401 -1.2206 0.0184
H 0.6073 -1.1538 -5.6155 0.3891
C -1.5450 -0.1788 3.4381 0.2774
H 0.0194 4.3067 1.5961 0.5695
H 2.5188 4.8395 -2.6022 0.3650
C -1.1409 -1.1951 -2.1526 -0.3946
H -7.7388 0.5900 -3.8589 0.3703
C 0.2513 -0.9266 -2.2289 -0.4304
C -1.9153 -1.3330 -3.3354 1.3972
C -3.8054 -1.6195 -1.8780 -0.6377
C 6.1946 -3.4506 0.6291 -0.6087
S -0.3703 -2.0487 1.8462 -0.0212
C 0.7451 1.0953 0.9523 -0.1728
C 2.8155 5.6861 2.9104 -0.3663
H -0.7071 -5.9712 -0.2264 0.4291
C -3.6287 5.1457 1.7056 -0.5741
C 3.2126 3.4105 2.2468 -0.3101
C -5.2034 2.0492 -2.1586 -0.3724
C 1.0393 4.4060 1.9363 -0.2526
H 2.2654 2.5407 -4.5825 0.2833
H -3.9532 -1.5761 -4.0260 0.3840
H 4.8944 -4.5719 -2.2833 0.4126
H 3.4305 2.1030 -1.7208 0.3116
N -1.6510 -1.2996 -0.9091 0.8164
H 0.0673 3.5214 -2.6877 0.1754
C 0.2479 -6.5321 1.6051 -0.5032
C 1.4978 5.5824 2.4836 -0.5115
C 5.0337 -2.9882 1.2187 -0.5319
H 7.1388 -3.3559 1.1488 0.3848
C 2.8016 3.8350 -2.9261 -0.7018
C 4.9323 -4.1271 -1.2990 -0.8690
C 6.1433 -4.0339 -0.6280 -0.4450
C 3.7733 -3.6554 -0.7125 0.0294
C 0.8965 -0.9402 -3.4921 1.3116
C -1.8025 -0.4356 5.8248 -0.5921
H 4.7009 4.6830 3.1081 0.3531
C -0.8971 -1.4268 3.3863 -0.1421
C 0.1134 -1.1334 -4.6501 -0.9169
H -0.2811 -3.1538 4.4873 0.3700
H 2.7063 -0.3228 -0.1651 0.9971
H -1.8397 -1.3552 -5.4862 0.3579
C 1.8821 3.2897 1.8255 -0.1788
H 3.1730 6.6095 3.3478 0.3589
H 3.9957 -0.3413 -2.2633 0.5548
H -1.0823 -2.2812 6.6594 0.3358
C -2.9492 -1.5385 -0.7793 -0.7864
H 0.1085 1.9733 -3.5682 0.1237
S -1.9162 0.6592 1.9749 -0.0424
C -5.9195 5.2146 0.9892 -0.5538
C 2.2931 -0.7456 -3.4977 -1.4541
C -1.2543 -1.2761 -4.5777 -1.1100
C 1.1579 -6.1711 2.5838 -0.6691
C 0.7247 2.7300 -3.0796 -0.3238
C -4.7722 2.9391 -3.1326 -0.3453
H -3.3234 -1.6539 0.2322 0.6169
C -1.1961 -1.6857 5.7600 -0.5653
C -1.9765 0.3067 4.6745 -0.8201
H 2.5137 -4.6293 3.2548 0.4534
H 3.8335 3.8628 -3.2799 0.3065
H 5.0278 -2.5397 2.2017 0.4776
H -2.4599 3.5025 0.9368 -0.1332
C 0.6965 -4.4959 0.4164 0.4178